1.
The following is a quantum chemistry calculation of an isolated molecule of C2H3FO2 at a distorted geometry, from the Open Molecules 2025 dataset.

XYZ file:
```
8
Properties=species:S:1:pos:R:3:lowdin_charge:R:1
C 0.627 -0.438 -0.199 -0.081
C -0.777 -0.179 0.106 -0.572
O 0.376 -0.814 1.110 0.080
O -1.154 0.988 0.529 0.126
F -1.799 -0.995 -0.289 0.086
H 0.951 -1.229 -0.964 0.152
H 1.199 0.378 -0.303 0.095
H -1.590 0.800 1.349 0.113
```

The HOMO energy (spin up / spin down) is -4.72 / -10.87 eV. The expectation value of S² is 2.01. The LUMO energy (spin up / spin down) is 0.846 / -2.802 eV. As for the net charge: 0. Its multiplicity is 3. The value obtained for the frontier orbital gap (spin up / spin down) is 5.566 / 8.064 eV. Its total energy is -8926.91740 eV.

=====

2.
The following is a quantum chemistry calculation of a structure of composition C2H3FO2Tl at a distorted geometry, from the Open Molecules 2025 dataset.

XYZ file:
```
9
Properties=species:S:1:pos:R:3:lowdin_charge:R:1
C -0.702 -0.094 0.261 -0.430
C 0.629 0.448 -0.212 -0.223
F -0.584 -0.420 1.667 -0.054
H 0.926 0.875 1.651 0.088
H 0.421 1.326 -0.848 0.116
H 1.171 -0.316 -0.799 0.120
Tl -2.005 -1.629 -2.207 0.894
O -1.342 -0.991 -0.367 -0.441
O 1.488 0.800 0.855 -0.070
```

The HOMO energy (spin up / spin down) is -6.66 / -9.99 eV. The expectation value of S² is 0.75. The LUMO energy (spin up / spin down) is -0.523 / -0.601 eV. As for the net charge: 0. Its multiplicity is 2. The value obtained for the frontier orbital gap (spin up / spin down) is 6.138 / 9.390 eV. Its total energy is -13626.24692 eV.

=====

3.
The following is a quantum chemistry calculation of an isolated molecule of C2H3FO3 at a distorted geometry, from the Open Molecules 2025 dataset.

XYZ file:
```
9
Properties=species:S:1:pos:R:3:lowdin_charge:R:1
O -1.084 1.464 0.234 0.151
C -0.530 0.581 -0.288 -0.432
C 1.258 0.417 -0.527 -0.064
F 1.602 -0.784 -1.033 -0.015
O -1.073 -0.501 -0.837 -0.013
O -2.473 -0.427 -0.736 -0.005
H 1.382 0.417 0.603 0.122
H 1.713 1.278 -0.931 0.091
H -2.874 -1.349 -0.509 0.166
```

The HOMO energy is -10.44 eV. The LUMO energy is 0.566 eV. As for the net charge: 0. The value obtained for the frontier orbital gap is 11.002 eV. Its total energy is -10978.48694 eV. As for the SMILES: O=C(CF)OO.

=====

4.
The following is a quantum chemistry calculation of a cluster of 2 separate species, C2H3FS3 in total at a distorted geometry, from the Open Molecules 2025 dataset.

XYZ file:
```
9
Properties=species:S:1:pos:R:3:lowdin_charge:R:1
C 4.358 0.454 0.000 -1.379
C 0.433 0.712 -0.415 -0.594
F -0.813 0.992 0.074 -0.108
S 4.464 1.961 -0.316 0.690
S 4.193 -0.983 0.533 0.698
S 0.263 -0.872 -1.268 0.752
H 1.024 1.311 -1.073 0.045
H 1.018 0.758 0.516 0.081
H -0.001 -1.481 -0.179 -0.185
```

The HOMO energy (spin up / spin down) is -6.56 / -9.70 eV. The expectation value of S² is 2.00. The LUMO energy (spin up / spin down) is -0.030 / -3.660 eV. As for the net charge: 0. Its multiplicity is 3. The value obtained for the frontier orbital gap (spin up / spin down) is 6.527 / 6.040 eV. Its total energy is -37341.34874 eV.

=====

5.
The following is a quantum chemistry calculation of a cluster of 2 separate species, C2H3I in total at a distorted geometry, from the Open Molecules 2025 dataset.

XYZ file:
```
6
Properties=species:S:1:pos:R:3:lowdin_charge:R:1
C 0.293 0.876 -0.042 -0.211
C 1.232 0.008 0.051 -0.851
I 3.206 -0.031 0.007 0.833
H -0.804 0.680 -0.066 0.059
H 0.324 2.009 -0.067 0.076
H 0.598 -2.536 -0.398 0.095
```

The HOMO energy (spin up / spin down) is -9.42 / -8.56 eV. The LUMO energy (spin up / spin down) is -0.755 / -0.212 eV. As for the net charge: 0. The value obtained for the frontier orbital gap (spin up / spin down) is 8.669 / 8.345 eV. Its total energy is -10217.29864 eV.

=====

6.
The following is a quantum chemistry calculation of an isolated molecule of C2H3I2N at a distorted geometry, from the Open Molecules 2025 dataset.

XYZ file:
```
8
Properties=species:S:1:pos:R:3:lowdin_charge:R:1
C 0.035 -0.086 0.187 -0.146
C 0.129 -0.214 1.698 -0.974
I 2.122 -0.153 2.491 0.701
N -0.861 -0.194 2.448 -0.604
I -1.159 -0.465 4.381 0.780
H 0.954 0.183 -0.344 0.050
H -0.518 -1.006 -0.251 0.114
H -0.643 0.782 0.075 0.080
```

The HOMO energy is -9.01 eV. The LUMO energy is -0.289 eV. As for the net charge: 0. The value obtained for the frontier orbital gap is 8.721 eV. Its total energy is -19812.72220 eV. As for the SMILES: C/C(I)=N/I.